[1]
Entry from the OMol25 dataset: a molecular structure, C47H46IrN2O2P3 (ωB97M-V with the def2-TZVPD basis set).

Results
* lowest unoccupied orbital energy (spin up / spin down): -4.469 / -7.184 eV
* energy above the lowest of the compared OMol25 structures with the same formula, charge and spin: 0.4885 eV
* maximum force: 0.719 eV/Å
* total charge: +2
* spin multiplicity: 5

CARTESIAN COORDINATES (ANGSTROEM)
Ir  0.635  -0.158  0.807
N  2.184  1.854  -0.942
P  2.643  0.276  -0.503
C  4.162  0.503  0.423
C  5.247  -0.362  0.288
C  6.401  -0.131  1.020
C  6.469  0.943  1.898
C  5.385  1.799  2.044
C  4.232  1.583  1.306
C  2.998  -0.579  -2.051
C  4.051  -0.145  -2.854
C  4.241  -0.703  -4.111
C  3.381  -1.694  -4.564
C  2.333  -2.131  -3.764
C  2.140  -1.575  -2.509
P  0.539  2.060  -0.639
C  0.293  3.741  -0.050
C  0.607  4.003  1.285
C  0.461  5.282  1.796
C  -0.009  6.302  0.978
C  -0.332  6.045  -0.348
C  -0.183  4.767  -0.866
C  -0.312  1.874  -2.228
C  0.386  1.377  -3.330
C  -0.276  1.111  -4.521
C  -1.640  1.337  -4.625
C  -2.340  1.848  -3.540
C  -1.685  2.115  -2.346
H  2.772  2.509  -1.441
H  5.186  -1.210  -0.380
H  7.250  -0.793  0.906
H  7.373  1.117  2.468
H  5.441  2.639  2.724
H  3.395  2.265  1.404
H  4.729  0.624  -2.500
H  5.061  -0.366  -4.733
H  3.530  -2.129  -5.544
H  1.665  -2.905  -4.123
H  1.315  -1.907  -1.886
H  0.960  3.200  1.927
H  0.707  5.485  2.831
H  -0.126  7.302  1.378
H  -0.696  6.843  -0.982
H  -0.430  4.571  -1.902
H  1.452  1.199  -3.271
H  0.282  0.737  -5.370
H  -2.154  1.134  -5.557
H  -3.401  2.050  -3.620
H  -2.244  2.532  -1.522
C  -4.582  -0.821  -1.014
C  -4.174  0.513  -0.449
C  -4.985  1.617  -0.722
C  -4.724  2.875  -0.205
C  -3.628  3.073  0.625
C  -2.796  2.007  0.896
C  -3.048  0.734  0.361
P  -1.778  -0.428  0.897
C  -1.944  -2.103  0.190
C  -1.561  -2.132  -1.156
C  -1.546  -3.308  -1.882
C  -1.913  -4.492  -1.253
C  -2.292  -4.470  0.081
C  -2.324  -3.288  0.833
C  -2.783  -3.366  2.265
C  -1.900  -0.352  2.715
C  -3.164  -0.301  3.311
C  -3.293  -0.251  4.682
C  -2.150  -0.229  5.474
C  -0.896  -0.226  4.890
C  -0.743  -0.269  3.502
C  0.646  -0.155  2.927
H  -5.613  -0.774  -1.362
H  -4.516  -1.617  -0.274
H  -3.959  -1.111  -1.862
H  -5.861  1.472  -1.344
H  -5.388  3.699  -0.436
H  -3.427  4.046  1.054
H  -1.934  2.157  1.540
H  -1.270  -1.205  -1.650
H  -1.264  -3.296  -2.928
H  -1.934  -5.424  -1.806
H  -2.620  -5.389  0.555
H  -3.065  -4.387  2.517
H  -3.655  -2.736  2.436
H  -2.012  -3.035  2.965
H  -4.051  -0.305  2.686
H  -4.275  -0.223  5.137
H  -2.240  -0.186  6.552
H  -0.012  -0.163  5.513
H  1.309  -0.943  3.286
H  1.106  0.801  3.208
N  0.848  -4.995  1.147
C  2.167  -4.510  0.620
C  2.144  -2.965  0.652
O  3.147  -2.378  0.292
O  1.023  -2.487  1.050
H  0.375  -5.649  0.528
H  0.292  -4.111  1.216
H  0.919  -5.415  2.071
H  2.290  -4.839  -0.408
H  2.982  -4.902  1.220

***

[2]
Entry from the OMol25 dataset: a molecular structure, C47H47AuN4OP2S (ωB97M-V with the def2-TZVPD basis set).

Results
* lowest unoccupied orbital energy (spin up / spin down): -4.913 / -10.029 eV
* energy above the lowest of the compared OMol25 structures with the same formula, charge and spin: 0.7858 eV
* maximum force: 0.615 eV/Å
* total charge: +2
* spin multiplicity: 3

CARTESIAN COORDINATES (ANGSTROEM)
Au  -0.732  1.468  0.517
C  3.614  -3.881  -3.946
S  2.305  -2.891  -4.658
C  0.815  -3.639  -3.953
C  0.397  -2.986  -2.628
C  0.182  -1.479  -2.785
N  -0.079  -0.784  -1.520
P  -1.666  -0.669  -0.810
C  -1.511  -1.547  0.778
C  -0.561  -2.534  1.036
C  -0.534  -3.155  2.277
C  -1.440  -2.791  3.265
C  -2.394  -1.815  3.009
C  -2.425  -1.190  1.772
C  -2.685  -1.752  -1.851
C  -3.090  -3.019  -1.430
C  -3.815  -3.827  -2.294
C  -4.150  -3.376  -3.563
C  -3.796  -2.093  -3.962
C  -3.083  -1.274  -3.102
P  0.847  0.622  -1.161
C  0.904  1.554  -2.720
C  -0.160  2.422  -2.970
C  -0.233  3.100  -4.178
C  0.759  2.931  -5.132
C  1.822  2.072  -4.886
C  1.897  1.382  -3.687
C  2.554  0.059  -0.928
C  2.889  -1.260  -0.642
C  4.221  -1.625  -0.497
C  5.221  -0.669  -0.597
C  4.887  0.661  -0.825
C  3.562  1.027  -0.987
H  4.547  -3.535  -4.385
H  3.444  -4.930  -4.193
H  3.630  -3.735  -2.863
H  1.017  -4.700  -3.815
H  0.041  -3.509  -4.713
H  1.163  -3.180  -1.877
H  -0.528  -3.465  -2.302
H  -0.630  -1.310  -3.495
H  1.084  -1.040  -3.221
H  0.144  -2.824  0.268
H  0.189  -3.938  2.470
H  -1.405  -3.272  4.234
H  -3.107  -1.541  3.775
H  -3.160  -0.418  1.567
H  -2.846  -3.374  -0.437
H  -4.123  -4.813  -1.971
H  -4.707  -4.016  -4.234
H  -4.092  -1.727  -4.937
H  -2.846  -0.255  -3.392
H  -0.922  2.573  -2.213
H  -1.068  3.761  -4.372
H  0.713  3.475  -6.067
H  2.600  1.939  -5.627
H  2.739  0.724  -3.507
H  2.105  -1.995  -0.515
H  4.475  -2.656  -0.280
H  6.256  -0.961  -0.482
H  5.666  1.410  -0.876
H  3.305  2.062  -1.179
C  3.278  -1.212  3.348
C  3.019  -0.257  4.512
N  2.140  -0.832  5.515
C  2.720  -1.820  6.435
C  2.220  -3.245  6.209
C  0.838  -0.512  5.692
O  0.153  -1.005  6.574
C  0.179  0.559  4.850
C  -0.491  1.559  5.554
C  -1.236  2.500  4.868
C  -1.318  2.403  3.491
N  -0.700  1.435  2.814
C  0.040  0.535  3.472
H  3.821  -0.693  2.558
H  2.339  -1.592  2.941
H  3.875  -2.064  3.675
H  2.598  0.681  4.159
H  3.971  -0.018  4.990
H  2.478  -1.511  7.454
H  3.801  -1.779  6.311
H  1.161  -3.309  6.439
H  2.758  -3.928  6.866
H  2.385  -3.556  5.175
H  -0.428  1.573  6.634
H  -1.763  3.286  5.389
H  -1.910  3.097  2.906
H  0.474  -0.254  2.868
N  -5.637  9.333  -3.047
C  -5.143  8.417  -2.560
C  -4.519  7.273  -1.970
C  -3.146  7.077  -2.129
C  -2.550  5.964  -1.574
C  -3.319  5.031  -0.864
C  -4.689  5.236  -0.704
C  -5.286  6.355  -1.252
C  -2.646  3.883  -0.339
C  -2.000  2.950  0.081
H  -2.563  7.801  -2.681
H  -1.486  5.795  -1.678
H  -5.278  4.512  -0.157
H  -6.344  6.537  -1.127